Entry 1:
Computed, not measured: one molecule with the formula C2H5N3O, with ωB97M-V/def2-TZVPD.

Cartesian coordinates (Å):
1 C 0.658 -0.173 0.229
2 N 1.989 0.036 0.019
3 C -0.326 0.962 0.004
4 O -2.064 -0.452 -0.230
5 N -1.604 0.866 -0.210
6 N 0.268 -1.337 0.637
7 H -3.013 -0.342 -0.436
8 H 2.492 -0.848 0.014
9 H 2.233 0.626 -0.767
10 H -0.764 -1.301 0.708
11 H 0.132 1.963 0.032

Cartesian forces, eV/Å:
-2.08 -1.72 0.36
0.77 0.53 -0.43
-0.14 -0.46 -0.22
-0.88 0.66 -0.36
1.87 0.21 0.29
-0.43 1.22 -0.27
0.65 -0.04 0.16
-0.09 0.27 0.07
-0.02 -0.01 0.21
1.11 -0.38 0.28
-0.77 -0.28 -0.10

The total energy is -318.6460 Eh. As for the energy above the lowest of the compared OMol25 structures with the same formula, charge and spin: 65.54 kcal/mol. Its net charge is 0. The SMILES is [H]/N=C(N)\C=N/O.


Entry 2:
Computed, not measured: one molecule with the formula C2H5N3O, with ωB97M-V/def2-TZVPD.

Cartesian coordinates (Å):
1 C -0.839 -0.378 0.893
2 C -0.943 0.986 0.282
3 N 0.304 -0.865 0.758
4 N 1.177 -0.091 0.076
5 N 1.896 -0.635 -0.875
6 O 0.359 1.160 -0.298
7 H -1.666 -0.636 1.534
8 H -1.774 1.031 -0.431
9 H -1.208 1.793 0.871
10 H 1.263 -0.959 -1.549
11 H 2.358 0.144 -1.208

Cartesian forces, eV/Å:
-0.70 2.45 0.32
0.85 -1.29 -2.47
1.05 -2.18 -0.12
-2.19 2.21 4.92
-0.33 -1.38 -0.10
-0.48 -0.28 -0.69
0.29 -1.18 0.12
0.17 -0.41 -0.69
0.18 1.55 2.11
-0.81 -0.97 -2.02
1.97 1.46 -1.37

The total energy is -318.5605 Eh. As for the energy above the lowest of the compared OMol25 structures with the same formula, charge and spin: 119.20 kcal/mol. Its net charge is 0. The SMILES is NN1N=CCO1.